Run A
Molecular formula: C3H2N2O2
Method: DFT, the ωB97M-V functional and the def2-TZVPD basis

The LUMO energy comes out at -0.69 eV. The value obtained for the HOMO energy is -11.14 eV. As for the charge: 0.

```
9
Properties=species:S:1:pos:R:3:mulliken_charge:R:1
O 0.21241 -1.24167 -0.21629 -0.07
O -2.55903 -0.58605 -0.53012 -0.41
N 0.56027 0.88931 0.21685 -0.50
N 1.57681 -1.06900 -0.23398 -0.27
C -0.31806 -0.04965 0.04759 0.63
C 1.72750 0.20114 0.01658 -0.06
C -1.79936 0.14503 0.04973 -0.05
H 2.70563 0.66236 0.03979 0.39
H -2.10616 1.04853 0.60984 0.33
```



Run B
Molecular formula: C3H2N2O2
Method: DFT, the ωB97M-V functional and the def2-TZVPD basis

The LUMO energy comes out at -1.66 eV. The value obtained for the HOMO energy is -10.73 eV. As for the charge: 0.

```
9
Properties=species:S:1:pos:R:3:mulliken_charge:R:1
O -1.81438 -0.61238 -0.39100 -0.25
O -0.13842 1.10003 -0.02205 -0.26
N -0.54404 -1.24360 0.15023 -0.26
N 2.90875 0.27228 -0.29694 -0.21
C 0.27769 -0.31994 0.19230 0.63
C 1.77149 -0.44584 0.27207 -0.09
C -1.52170 0.86824 0.13379 -0.01
H -1.80778 0.98347 1.30496 0.21
H -2.28770 1.29982 -0.56248 0.26
```



Run C
Molecular formula: C3H2N2O2
Method: DFT, the ωB97M-V functional and the def2-TZVPD basis

The LUMO energy comes out at -0.23 eV. The value obtained for the HOMO energy is -11.25 eV. As for the charge: 0.

```
9
Properties=species:S:1:pos:R:3:mulliken_charge:R:1
O -0.63513 -1.05563 0.33951 -0.17
O -1.27760 0.26886 -1.39760 -0.44
N 0.65364 -1.13929 -0.21758 -0.31
N 0.94923 1.01390 0.70161 -0.06
C 1.35727 -0.10663 0.01757 0.11
C 0.62208 1.98933 1.28020 -0.05
C -1.53008 -0.36687 -0.41735 0.20
H 2.37786 -0.10609 -0.35170 0.37
H -2.51727 -0.49758 0.04534 0.34
```



Run D
Molecular formula: C3H2N2O2
Method: DFT, the ωB97M-V functional and the def2-TZVPD basis

The LUMO energy comes out at -0.36 eV. The value obtained for the HOMO energy is -10.16 eV. As for the charge: 0.

```
9
Properties=species:S:1:pos:R:3:mulliken_charge:R:1
O -0.74298 -2.34877 0.33973 -0.47
O -0.78117 2.43039 -0.75863 -0.47
N 0.94487 -0.97218 -0.74274 -0.37
N 0.04802 1.03373 0.92026 -0.52
C -0.22928 -1.36457 -0.12140 0.26
C -0.10789 -0.05126 -0.58321 0.58
C -0.41766 1.42931 -0.22495 0.45
H -0.54808 0.65984 1.59939 0.29
H 1.83416 -0.81649 -0.42846 0.25
```



Short version: run A is the most stable of them.



Run A
Molecular formula: C3H2N2O2
Method: DFT, the ωB97M-V functional and the def2-TZVPD basis

The LUMO energy comes out at -1.11 eV. The value obtained for the HOMO energy is -11.16 eV. As for the charge: 0.

```
9
Properties=species:S:1:pos:R:3:mulliken_charge:R:1
O -1.76582 1.03732 -0.53152 -0.52
O -0.13794 1.91705 0.64280 -0.53
N -1.47716 -2.33569 0.42550 -0.38
N -0.71743 1.02430 0.05651 0.84
C 1.31761 -0.10572 -0.17692 -0.65
C -0.03464 -0.31599 0.04033 0.36
C -0.81577 -1.46696 0.10610 0.22
H 1.44291 0.96696 -0.17906 0.34
H 2.18822 -0.72127 -0.38373 0.32
```



Run B
Molecular formula: C3H2N2O2
Method: DFT, the ωB97M-V functional and the def2-TZVPD basis

The LUMO energy (spin up / spin down) comes out at -0.86 / -0.85 eV. The value obtained for the HOMO energy (spin up / spin down) is -9.97 / -8.17 eV. As for the charge: 0.

```
9
Properties=species:S:1:pos:R:3:mulliken_charge:R:1
O 1.61625 2.04636 0.72457 -0.19
O -1.21843 0.73625 2.48173 -0.36
N 0.48406 1.98832 1.60917 0.28
N 0.51622 2.95592 0.68221 -0.23
C -0.36881 0.90112 1.70264 0.42
C 0.04675 -0.08680 -0.81079 -0.23
C -0.05160 -0.31610 0.38255 -0.39
H 0.03589 -0.94710 1.17486 0.39
H -0.01938 0.52649 -1.77999 0.30
```



Run C
Molecular formula: C3H2N2O2
Method: DFT, the ωB97M-V functional and the def2-TZVPD basis

The LUMO energy comes out at -0.23 eV. The value obtained for the HOMO energy is -11.50 eV. As for the charge: 0.

```
9
Properties=species:S:1:pos:R:3:mulliken_charge:R:1
O -0.63145 -0.13689 0.52665 -0.24
O -1.27407 1.38353 -1.05016 -0.49
N 1.92969 -1.97314 1.63404 -0.36
N 1.28721 0.21296 -0.88589 -0.55
C -1.50888 0.68797 -0.10231 0.22
C 1.34781 -1.24106 0.95659 0.21
C 0.67404 -0.29436 0.08173 0.49
H -2.47762 0.60494 0.40724 0.37
H 0.69673 0.84942 -1.41905 0.35
```



Run D
Molecular formula: C3H2N2O2
Method: DFT, the ωB97M-V functional and the def2-TZVPD basis

The LUMO energy (spin up / spin down) comes out at -1.18 / -1.18 eV. The value obtained for the HOMO energy (spin up / spin down) is -10.73 / -10.73 eV. As for the charge: 0.

```
9
Properties=species:S:1:pos:R:3:mulliken_charge:R:1
O 0.18439 -1.36079 -0.16593 -0.14
O -2.64350 0.30049 -0.09682 -0.37
N 1.13743 -0.79071 0.63653 -0.29
N 0.50432 0.69233 -0.93187 -0.47
C 1.35657 0.37782 0.07208 -0.04
C -0.30902 -0.35237 -0.93904 0.38
C -1.49925 0.04621 0.00407 0.20
H 2.08802 1.06433 0.47350 0.37
H -0.81898 0.02269 0.94748 0.35
```



Short version: run C is the most stable of them.



Run A
Molecular formula: C6H16N2
Method: DFT, the ωB97M-V functional and the def2-TZVPD basis

The LUMO energy comes out at -0.10 eV. The value obtained for the HOMO energy is -7.84 eV. As for the charge: 0.

```
24
Properties=species:S:1:pos:R:3:mulliken_charge:R:1
N 0.11972 0.57091 -0.54359 0.24
N 2.19034 1.15662 0.30223 -0.70
C -2.23719 -0.85073 0.91636 -0.84
C -0.13128 0.16040 -1.91211 -1.19
C -0.96725 -0.61648 1.67893 -0.52
C 1.84924 -1.20844 -0.27404 -1.65
C 1.31624 0.15649 0.17012 0.79
C -0.36722 1.90775 -0.24514 -1.18
H 3.15056 0.82172 0.34770 0.25
H 2.71073 -1.47329 0.33915 0.48
H -1.17941 0.36345 -2.14122 0.37
H 0.05106 2.64278 -0.93882 0.36
H 1.08766 -1.97713 -0.13807 0.36
H -2.95612 -1.40412 1.53347 0.35
H -2.70442 0.08682 0.61805 0.21
H 2.20150 -1.19029 -1.30579 0.39
H -0.04814 2.20147 0.75229 0.36
H -1.04201 0.13902 2.45197 0.27
H -2.06023 -1.44708 0.02035 0.22
H 0.49276 -0.19250 1.30221 0.04
H 0.00583 -0.91398 -2.02316 0.37
H -1.45812 1.91889 -0.30934 0.32
H 0.49801 0.68726 -2.63828 0.32
H -0.52226 -1.53952 2.03676 0.38
```



Run B
Molecular formula: C6H16N2
Method: DFT, the ωB97M-V functional and the def2-TZVPD basis

The LUMO energy comes out at 0.75 eV. The value obtained for the HOMO energy is -7.93 eV. As for the charge: 0.

```
24
Properties=species:S:1:pos:R:3:mulliken_charge:R:1
N 1.37589 3.51025 -1.08910 -0.55
N 0.29064 -1.33311 -0.12332 -0.47
C -1.50474 -2.34626 1.92351 -1.28
C 0.95715 2.17533 -1.14530 0.81
C 2.09284 1.18098 -1.15762 -0.96
C -0.32823 1.83436 -1.27769 -0.97
C -1.82946 -2.55193 0.43590 -0.27
C -0.89028 -1.76959 -0.49095 -0.31
H 1.04790 0.06936 2.34369 0.06
H -2.86915 -2.29558 0.24371 0.28
H 1.84529 0.30239 -0.55925 0.26
H 2.31634 0.80511 -2.14916 0.27
H 0.63859 4.15339 -0.85493 0.22
H 2.21050 3.67103 -0.54708 0.23
H -1.90213 -1.37690 2.26162 0.34
H -0.43078 -2.33348 2.08199 0.36
H 1.17796 0.62730 1.90477 -0.07
H -0.56934 -0.78104 0.38158 0.24
H -1.11955 2.57466 -1.33257 0.24
H -0.56075 0.78607 -1.31013 0.14
H -1.21272 -1.82818 -1.54939 0.38
H 2.97628 1.66413 -0.73694 0.34
H -1.93271 -3.12411 2.55335 0.38
H -1.77955 -3.61416 0.19331 0.33
```



Run C
Molecular formula: C6H16N2
Method: DFT, the ωB97M-V functional and the def2-TZVPD basis

The LUMO energy comes out at 1.14 eV. The value obtained for the HOMO energy is -8.10 eV. As for the charge: 0.

```
24
Properties=species:S:1:pos:R:3:mulliken_charge:R:1
N 0.77691 0.36946 2.02879 -0.36
N -0.45548 -1.31630 -3.85874 -0.64
C -0.33613 -0.23687 -2.84209 -0.48
C -0.33432 1.23253 2.43687 -0.09
C -0.07562 -0.02301 -0.43376 -0.41
C 0.56507 -0.68373 -1.69700 -0.68
C 0.92913 -0.28752 0.65214 -0.78
C -0.85274 0.97581 3.84260 -1.23
H -1.37720 0.00589 -2.56559 0.32
H 0.01408 2.27177 2.32566 0.22
H 0.99160 -0.35460 2.71810 0.26
H -1.06486 -0.51230 -0.39643 0.32
H 1.92928 0.02067 0.36630 0.27
H -1.20827 1.17176 1.74014 0.17
H -0.05048 0.75686 -3.27492 0.28
H 0.41066 -1.70548 -4.24290 0.19
H -0.91854 -1.02012 -4.69744 0.22
H 1.61944 -0.42007 -1.84074 0.42
H -0.99389 -0.10955 3.98564 0.36
H -1.88249 1.31146 3.93025 0.36
H -0.34342 1.38759 4.71141 0.29
H 0.63132 -1.78368 -1.57809 0.32
H -0.25744 1.01897 -0.73834 0.40
H 0.96947 -1.32102 0.89035 0.28
```



Short version: run C is the most stable of them.



Run A
Molecular formula: C6H16N2
Method: DFT, the ωB97M-V functional and the def2-TZVPD basis

The LUMO energy comes out at 1.07 eV. The value obtained for the HOMO energy is -8.04 eV. As for the charge: 0.

```
24
Properties=species:S:1:pos:R:3:mulliken_charge:R:1
N 0.57147 2.02905 1.40364 -0.76
N -1.35546 -0.64068 -0.42928 -0.38
C -1.01925 -2.13297 1.43905 -1.14
C 1.65148 0.01093 0.55350 -1.24
C 0.73378 1.15528 0.25856 1.24
C -0.83379 -1.73495 0.01250 -0.05
C 1.13816 1.96281 -0.96541 -1.82
C -1.53048 -0.48754 -1.85232 -0.88
H 1.29494 1.30462 -1.81788 0.35
H 2.68554 0.22020 0.27279 0.35
H -2.57220 -0.70382 -2.10634 0.32
H -0.87357 -1.13587 -2.45158 0.31
H -0.11744 2.75002 1.21960 0.23
H -1.31970 0.54572 -2.12085 0.30
H -1.74768 -2.94240 1.52125 0.39
H -0.07816 -2.47795 1.85981 0.29
H 1.21349 -0.90817 0.03684 0.18
H -0.31632 0.58381 -0.01159 0.18
H -0.50674 -2.52555 -0.67463 0.42
H 0.36557 2.68589 -1.22843 0.38
H 2.05907 2.51100 -0.76559 0.48
H -1.37491 -1.28813 2.02879 0.27
H 0.28605 1.50957 2.22543 0.25
H 1.64614 -0.29088 1.59215 0.33
```



Run B
Molecular formula: C6H16N2
Method: DFT, the ωB97M-V functional and the def2-TZVPD basis

The LUMO energy comes out at 0.81 eV. The value obtained for the HOMO energy is -7.11 eV. As for the charge: 0.

```
24
Properties=species:S:1:pos:R:3:mulliken_charge:R:1
N 1.58869 -0.47354 -1.19632 -0.63
N 1.60552 0.86025 0.65058 -0.35
C 1.23303 1.96033 -1.50401 -1.19
C -0.08582 -2.03033 0.34606 -1.55
C -1.22733 -1.16898 0.58315 0.75
C 1.46077 0.72218 -0.69185 0.46
C -1.33323 -0.56550 1.97122 -1.33
C -1.42660 0.32060 -0.56095 -1.26
H 1.67603 0.00514 1.18306 0.28
H -2.12727 0.17807 2.02044 0.36
H 2.18884 2.30521 -1.90757 0.35
H 1.40690 1.75216 1.07492 0.22
H 0.47925 -2.33109 1.22703 0.30
H 0.80955 2.75988 -0.89782 0.37
H -1.22328 0.04980 -1.59745 0.24
H -0.98266 1.25910 -0.22804 0.22
H -0.40288 -0.06796 2.24921 0.21
H 1.43334 -0.51971 -2.19582 0.24
H -2.16385 -1.63563 0.28146 0.45
H -2.50520 0.43309 -0.44765 0.54
H -0.26954 -2.88324 -0.30221 0.35
H -1.53858 -1.34303 2.71087 0.38
H 0.54606 1.76063 -2.32404 0.35
H 0.85825 -1.34745 -0.44428 0.26
```



Short version: run A is the most stable of them.



Run A
Molecular formula: C10H5F3IrN2O7S2
Method: DFT, the ωB97M-V functional and the def2-TZVPD basis

The LUMO energy comes out at 1.90 eV. The value obtained for the HOMO energy is -5.32 eV. As for the charge: -1.

```
30
Properties=species:S:1:pos:R:3:mulliken_charge:R:1
Ir 0.03591 -0.23100 0.33631 1.87
S 1.62914 0.41675 -1.23238 -0.52
S 2.04042 -0.96278 1.15048 -0.49
F -1.10528 4.47031 2.43209 -0.26
F 0.86747 4.28547 1.56673 -0.26
F 0.37749 3.22819 3.39260 -0.25
O -1.35428 -0.95474 1.71806 -0.86
O -1.29509 -3.12803 -2.30220 -0.49
O -3.48666 -1.59897 1.94292 -0.73
O -1.94721 0.06331 -0.81132 -0.52
O 0.29247 1.47193 1.37092 -0.71
O -1.65071 2.46208 0.77583 -0.61
O -0.21368 -2.03677 -0.70084 -0.71
N 5.70197 -1.96586 0.90236 -0.53
N 5.03434 0.19362 -2.90683 -0.53
C -1.08378 -2.06306 -1.55172 0.76
C -0.10578 3.60881 2.20264 0.70
C -1.95139 -0.87046 -1.86284 -0.45
C 4.62815 -0.17745 -1.89380 0.00
C -2.99648 -0.12392 0.17545 -0.49
C 5.00038 -1.37238 0.20644 -0.01
C 2.81126 -0.43121 -0.29684 0.56
C 4.12402 -0.64705 -0.64850 0.36
C -0.57699 2.40502 1.33999 0.63
C -2.59150 -0.99778 1.37182 0.68
H -0.63739 -3.80084 -2.06056 0.39
H -3.87932 -0.53909 -0.30870 0.39
H -2.96192 -1.19080 -2.12029 0.40
H -3.20156 0.87612 0.55007 0.36
H -1.50400 -0.38944 -2.73789 0.34
```



Run B
Molecular formula: C10H5F3IrN2O7S2
Method: DFT, the ωB97M-V functional and the def2-TZVPD basis

The LUMO energy comes out at 2.08 eV. The value obtained for the HOMO energy is -4.58 eV. As for the charge: -1.

```
30
Properties=species:S:1:pos:R:3:mulliken_charge:R:1
Ir 0.71050 -0.20587 -0.57798 1.67
S -1.78190 -3.93261 -1.18239 -0.36
S -0.99812 -1.15371 -1.80092 -0.39
F 3.92980 -3.39616 -1.65930 -0.24
F 3.70832 -2.23945 -3.47450 -0.24
F 4.84144 -1.43862 -1.81168 -0.26
O -0.10684 1.62826 -0.85618 -0.80
O 1.98446 -1.91897 -0.51704 -0.60
O 2.02416 1.16400 0.72898 -0.54
O -0.38263 -0.12419 1.11710 -0.81
O 0.43144 3.79749 -0.98385 -0.69
O 2.05977 -0.46554 -2.13601 -0.64
O -1.11416 1.50499 2.40554 -0.53
N -4.09657 -3.45170 1.75135 -0.57
N -3.07949 0.54671 1.08425 -0.81
C 3.76116 -2.17109 -2.14478 0.69
C 2.51025 -1.49857 -1.57034 0.84
C -0.17491 0.90522 1.77499 0.81
C 0.68951 2.64397 -0.71431 0.80
C 1.25376 1.41291 1.91271 -0.53
C -1.86319 -2.33516 -0.75825 0.30
C -3.46980 -2.76637 1.06736 -0.13
C -2.89119 -0.51499 0.64703 0.50
C 2.06754 2.31720 -0.14240 -0.49
C -2.72235 -1.85320 0.26191 0.22
H 2.44951 3.17959 0.40255 0.34
H 2.75233 2.05192 -0.94704 0.32
H 1.28258 2.46745 2.18237 0.37
H 1.70050 0.81971 2.71351 0.37
H -2.02597 1.13970 2.00089 0.41
```



Short version: run A is the most stable of them.